(1)
Entry from OMol25: a cluster of 4 separate species, C20H20N4 in total at a distorted geometry (ωB97M-V/def2-TZVPD).

Its LUMO energy is 0.76 eV. As for the total charge: 0. The energy relative to the best compared isomer or geometry (same formula, charge and spin) is 3.335 eV. Its structure (SMILES) is c1ccncc1.c1ccncc1.c1ccncc1.c1ccncc1.

Last column: Mulliken charge in e.
Geometry (Å):
N -13.077 8.015 3.132  -0.5545
N -15.633 7.604 -6.306  -0.4315
N -17.597 11.770 -6.619  -0.4466
N -16.768 9.080 -1.962  -0.5533
C -13.037 8.410 4.392  -0.1388
C -18.203 11.048 -1.957  -0.3729
C -18.389 12.782 -6.989  -0.1647
C -13.033 10.357 2.513  -0.3126
C -12.896 9.760 4.829  -0.3253
C -13.655 8.454 -5.292  -0.6315
C -13.847 6.183 -5.771  -0.3329
C -17.239 11.753 -1.222  -0.3224
C -17.860 9.739 -2.294  -0.1082
C -15.131 6.364 -6.278  -0.2458
C -13.033 10.782 3.875  -0.4140
C -16.086 11.091 -0.859  -0.2393
C -15.876 9.752 -1.219  -0.1942
C -13.079 8.985 2.243  -0.0342
C -19.426 10.298 -7.212  -0.7665
C -19.591 12.693 -7.567  -0.5183
C -14.924 8.581 -5.825  -0.0033
C -13.083 7.159 -5.173  -0.2487
C -18.135 10.544 -6.729  0.3205
C -20.147 11.425 -7.587  -0.1297
H -14.944 9.218 -1.096  0.4393
H -13.183 8.614 1.169  0.2831
H -13.162 9.326 -4.932  0.3966
H -17.958 13.752 -6.802  0.3802
H -18.533 9.317 -3.032  0.3715
H -21.186 11.306 -7.941  0.3276
H -15.709 5.507 -6.505  0.4009
H -19.839 9.293 -7.240  0.3643
H -17.404 12.757 -0.899  0.4026
H -12.058 6.968 -4.786  0.3602
H -19.102 11.527 -2.410  0.3295
H -12.965 11.813 4.173  0.3933
H -12.851 9.907 5.920  0.3155
H -13.082 11.012 1.684  0.3938
H -13.516 5.143 -5.606  0.2681
H -15.248 11.604 -0.339  0.2423
H -13.088 7.619 5.103  0.3966
H -17.449 9.746 -6.442  0.2339
H -15.274 9.557 -6.003  0.4705
H -20.101 13.581 -7.813  0.3989

(2)
Entry from OMol25: an isolated molecule of C27H38N4O3S (ωB97M-V/def2-TZVPD).

Its LUMO energy is 0.55 eV. As for the total charge: 0. The energy relative to the best compared isomer or geometry (same formula, charge and spin) is 0.054 eV. Its structure (SMILES) is COc1ccc(NC(=S)N2[C@@H]3CC[C@H]2C[C@H](NC(=O)N[C@]24C[C@H]5C[C@H](C[C@H](C5)C2)C4)C3)c(OC)c1.

Last column: Mulliken charge in e.
Geometry (Å):
S -1.427 -4.151 0.644  -0.4259
O 2.514 -1.280 -0.029  -0.3539
O 4.111 -3.287 3.990  -0.4611
O -0.742 0.505 -0.658  -0.8012
N -1.048 -3.356 -1.814  0.1660
N -2.009 0.604 -2.555  -0.2010
N 0.815 -3.239 -0.470  0.0468
N -1.822 2.433 -1.194  -0.3439
C 1.554 -4.382 1.573  -0.6164
C 0.302 3.340 -0.325  -1.3897
C 2.512 -2.273 0.915  0.8066
C 3.329 -2.305 2.026  -0.1452
C -2.653 -3.627 -3.477  -0.9865
C -2.465 -3.156 -2.031  -0.4369
C -2.747 -1.659 -1.849  -1.1152
C -1.803 4.685 -0.300  -1.9313
C -1.206 5.593 0.775  0.4583
C 1.599 -3.322 0.687  -0.5933
C -1.560 2.724 1.226  -1.3841
C -1.221 3.277 -0.162  1.4844
C -1.273 -3.408 -4.123  -1.0555
C -1.546 5.040 2.158  -1.5128
C 0.311 5.655 0.609  -1.4975
C -1.957 -0.819 -2.866  0.1471
C -0.963 3.635 2.297  0.4521
C 2.372 -4.411 2.693  -0.7963
C -0.412 -2.812 -2.995  -0.3116
C 0.893 4.249 0.750  0.4346
C -0.508 -3.535 -0.587  0.3746
C -1.473 1.131 -1.400  0.4220
C 0.555 3.690 2.131  -1.3214
C 3.248 -0.111 0.235  -0.9721
C 4.083 -4.317 4.947  -0.8649
C 3.257 -3.372 2.927  0.4550
C -0.495 -1.282 -2.954  -0.6848
H 0.548 3.719 -1.321  0.4439
H -2.645 2.667 1.338  0.4888
H 4.821 -4.041 5.699  0.2539
H -3.815 -1.458 -1.949  0.3878
H 1.171 -2.536 -1.105  0.2612
H -2.435 -1.375 -0.842  0.2729
H 4.326 -0.307 0.244  0.4087
H -2.313 2.916 -1.929  0.3740
H -2.421 -0.923 -3.853  0.4100
H 0.025 -0.912 -2.070  0.0904
H 4.034 -1.520 2.240  0.4825
H 0.740 6.314 1.367  0.5070
H 3.011 0.575 -0.576  0.2526
H 2.952 0.337 1.188  0.3623
H 0.706 2.332 -0.233  0.2908
H 3.099 -4.401 5.419  0.3446
H -2.921 -4.682 -3.493  0.3523
H 0.864 -5.190 1.398  0.5229
H 0.563 6.066 -0.372  0.4824
H 0.628 -3.139 -3.074  0.6069
H -1.572 5.085 -1.291  0.6172
H 1.982 4.291 0.628  0.3074
H -3.040 -3.738 -1.310  0.6260
H -1.132 5.694 2.929  0.5116
H -2.629 5.009 2.292  0.4756
H 4.358 -5.281 4.508  0.3426
H 2.298 -5.250 3.365  0.3814
H 0.993 4.322 2.906  0.4983
H -3.443 -3.071 -3.977  0.4031
H -2.890 4.645 -0.192  0.5146
H 0.972 2.687 2.236  0.4039
H -1.311 -2.742 -4.983  0.3488
H -0.025 -0.849 -3.838  0.3390
H -1.628 6.600 0.669  0.2114
H -1.208 3.234 3.286  0.2768
H -2.784 1.105 -2.959  0.3143
H -0.849 -4.357 -4.451  0.4023
H -1.156 1.716 1.314  0.3848

(3)
Entry from OMol25: a structure of composition C5H12BBr4Na3O3 at a distorted geometry (ωB97M-V/def2-TZVPD).

Its LUMO energy is -1.67 eV. As for the total charge: 0. The energy relative to the best compared isomer or geometry (same formula, charge and spin) is 0.725 eV.

Last column: Mulliken charge in e.
Geometry (Å):
Br -4.766 1.796 -0.489  -0.1463
Br 1.472 -0.749 -2.589  -0.1586
Br 1.684 2.623 -4.494  -0.1701
Br -2.250 -2.098 0.121  -0.2026
Na -0.965 -1.522 3.191  0.8921
Na 1.240 -1.872 0.252  0.8159
Na 1.419 0.425 3.059  0.8838
O 2.697 -3.026 3.844  -0.7811
O 0.992 -2.995 2.392  -0.8284
O 2.653 -1.572 2.150  -0.8233
C 1.773 1.120 -2.056  -0.4258
C -3.263 0.640 0.023  -0.4258
C 2.710 1.912 -2.910  -0.6039
C 2.149 -2.573 2.789  0.7739
C -3.530 -0.758 -0.497  -0.4934
B 0.032 0.406 0.933  0.7145
H -3.330 0.672 1.105  0.2933
H -3.652 -0.830 -1.573  0.3949
H -0.828 1.075 1.350  -0.1688
H -4.509 -1.012 -0.089  0.4052
H 0.006 0.197 -0.185  -0.4608
H 3.556 1.349 -3.294  0.3904
H -0.048 -0.558 1.502  -0.6513
H 2.216 0.953 -1.075  0.1855
H 3.084 2.835 -2.480  0.3706
H -2.356 1.112 -0.328  0.1499
H 0.801 1.574 -1.910  0.4178
H 1.013 0.876 1.259  -0.3477

no.,molecular weight (u),Kohn-Sham gap (eV),total energy (hartree)
1,316.408,10.087,-993.06522
2,498.693,7.920,-1894.65704
3,519.546,4.735,-11231.28098